Entry 1:
ORCA calculation (ωB97M-V with the def2-TZVPD basis set) on a structure of composition C35H68Br2ClIN5O10P2S5 at a distorted geometry.

Computed properties:
- Kohn-Sham gap: 7.18 eV
- M: 1263.4 g mol⁻¹
- LUMO: -3.4 eV
- Electronic energy: -10979.6019 Eh
- Net charge: +1

Atoms and positions in Å:
C: -5.957 -6.036 0.709
C: -4.625 -6.512 0.549
C: -3.387 -5.538 0.286
P: -3.280 -5.771 -1.646
O: -4.452 -6.954 -2.112
Cl: -3.981 -4.042 -2.646
N: -3.360 -4.178 0.814
C: -3.651 -3.860 2.242
N: -4.379 -4.811 3.077
C: -1.964 -3.649 0.706
N: -1.853 -2.338 0.592
C: -0.483 -1.751 0.629
C: 0.097 -1.721 2.153
C: 1.676 -1.796 2.238
C: 2.436 -0.402 2.336
C: 2.275 0.367 3.715
C: 3.194 1.707 3.789
C: 3.997 2.015 2.444
N: -2.905 -1.434 0.462
C: -3.003 -0.495 1.614
C: -2.913 -0.770 -0.839
C: -3.175 0.820 -0.891
O: -2.673 -1.303 -1.928
N: -1.110 -4.768 0.807
C: 0.317 -4.814 0.548
Br: 1.310 -6.275 1.525
C: 0.790 -4.953 -1.009
C: 1.794 -3.762 -1.458
Br: 1.970 -6.579 -1.241
C: -1.921 -6.018 0.842
I: -1.496 -7.684 -0.516
P: -2.027 -6.971 2.520
S: -1.323 -5.943 4.013
H: -6.380 -5.174 0.115
H: -6.579 -6.515 1.518
H: -4.496 -7.646 0.569
H: -5.342 -6.546 -2.152
H: -4.236 -2.867 2.252
H: -2.664 -3.602 2.776
H: -5.379 -4.579 3.095
H: -4.001 -4.731 4.036
H: 0.199 -2.287 -0.093
H: -0.446 -0.649 0.318
H: -0.426 -2.578 2.696
H: -0.350 -0.765 2.603
H: 2.169 -2.363 1.367
H: 1.944 -2.415 3.166
H: 2.177 0.225 1.424
H: 3.551 -0.661 2.241
H: 1.207 0.700 3.929
H: 2.615 -0.268 4.609
H: 3.968 1.629 4.622
H: 2.561 2.640 4.006
H: 4.867 1.288 2.268
H: 4.458 3.044 2.544
H: 3.337 2.033 1.513
H: -2.206 0.309 1.638
H: -3.029 -1.120 2.573
H: -4.020 0.030 1.583
H: -4.166 1.121 -0.439
H: -3.125 1.210 -1.957
H: -2.316 1.328 -0.327
H: 0.879 -3.899 0.937
H: -0.095 -5.023 -1.713
H: 2.564 -4.163 -2.202
H: 1.249 -2.845 -1.838
H: 2.419 -3.450 -0.545
H: -1.181 -8.126 2.315
H: -3.343 -7.462 2.769
C: -2.406 -4.126 -5.974
C: -3.090 -3.337 -7.093
C: -1.988 -2.742 -7.974
S: -0.584 -3.844 -7.831
O: 0.492 -3.136 -7.174
O: -0.396 -4.540 -9.083
C: -1.328 -4.960 -6.655
H: -3.114 -4.754 -5.430
H: -1.949 -3.434 -5.260
H: -3.712 -4.013 -7.688
H: -3.742 -2.556 -6.697
H: -2.295 -2.682 -9.018
H: -1.681 -1.757 -7.619
H: -0.571 -5.331 -5.965
H: -1.766 -5.790 -7.214
C: 2.504 6.454 7.191
C: 1.930 7.599 6.354
C: 2.069 7.206 4.882
S: 2.030 5.417 4.836
O: 3.318 4.938 4.388
O: 0.791 4.981 4.227
C: 1.920 5.177 6.601
H: 2.252 6.559 8.248
H: 3.595 6.443 7.103
H: 0.871 7.736 6.601
H: 2.437 8.543 6.558
H: 1.250 7.600 4.281
H: 3.024 7.533 4.470
H: 2.467 4.280 6.889
H: 0.864 5.072 6.858
C: -0.621 12.890 6.300
C: 0.633 13.685 5.931
C: 1.820 13.022 6.636
S: 1.386 11.297 6.831
O: 1.255 11.010 8.240
O: 2.213 10.495 5.954
C: -0.248 11.424 6.125
H: -1.473 13.164 5.676
H: -0.890 13.086 7.343
H: 0.781 13.649 4.848
H: 0.544 14.735 6.215
H: 2.733 13.101 6.046
H: 1.981 13.444 7.629
H: -0.928 10.743 6.637
H: -0.176 11.160 5.068
C: 3.623 -3.396 -9.578
C: 2.488 -2.408 -9.855
C: 3.126 -1.093 -10.310
S: 4.683 -1.530 -11.078
O: 5.758 -0.993 -10.276
O: 4.595 -1.300 -12.501
C: 4.568 -3.284 -10.768
H: 3.251 -4.415 -9.456
H: 4.143 -3.112 -8.658
H: 1.848 -2.802 -10.651
H: 1.861 -2.258 -8.976
H: 2.500 -0.571 -11.035
H: 3.339 -0.438 -9.464
H: 5.559 -3.692 -10.570
H: 4.139 -3.752 -11.656

---

Entry 2:
ORCA calculation (ωB97M-V with the def2-TZVPD basis set) on a cluster of 2 separate species, C5H8O4 in total at a distorted geometry.

Computed properties:
- Kohn-Sham gap: 7.12 eV
- M: 132.1 g mol⁻¹
- LUMO: 6.6 eV
- Electronic energy: -496.2497 Eh
- Net charge: -2

Atoms and positions in Å:
C: 0.541 -1.810 1.963
C: 0.244 -2.861 0.829
C: -0.350 -0.536 2.113
O: 0.438 0.429 1.844
O: -1.530 -0.573 2.498
H: 0.858 -2.324 2.855
H: 1.434 -1.393 1.572
H: -0.305 -3.711 1.213
H: 1.217 -3.256 0.498
H: -0.307 -2.314 0.074
C: 1.135 0.873 -2.983
C: -0.170 1.614 -2.182
O: 0.037 2.844 -2.252
O: -0.956 0.855 -1.617
H: 0.768 0.099 -3.663
H: 1.576 0.555 -2.042
H: 1.575 1.681 -3.546

---

Entry 3:
ORCA calculation (ωB97M-V with the def2-TZVPD basis set) on a cluster of 2 separate species, C3H9NO3 in total at a distorted geometry.

Computed properties:
- Kohn-Sham gap (spin up / spin down): 8.81 / 3.78 eV
- 2S+1: 2
- M: 107.1 g mol⁻¹
- LUMO (spin up / spin down): -4.7 / -9.7 eV
- Electronic energy: -399.8041 Eh
- Net charge: +1

Atoms and positions in Å:
C: -0.419 1.749 -0.169
C: -0.208 0.419 0.623
O: -1.425 -0.047 1.102
C: -1.296 1.783 -1.500
N: -1.726 0.549 -1.965
O: -1.466 2.798 -2.125
H: 0.544 2.005 -0.646
H: -0.821 2.555 0.449
H: 0.152 -0.391 0.005
H: 0.522 0.828 1.322
H: -1.878 0.634 1.606
H: -1.429 0.490 -2.943
H: -1.210 -0.173 -1.462
H: 4.180 -4.379 1.487
H: 2.815 -4.260 1.928
O: 3.665 -4.560 2.288

---

Entry 4:
ORCA calculation (ωB97M-V with the def2-TZVPD basis set) on a cluster of 2 separate species, CH6O3 in total at a distorted geometry.

Computed properties:
- Kohn-Sham gap: 12.08 eV
- SMILES: OOO.C
- M: 66.1 g mol⁻¹
- LUMO: 0.9 eV
- Electronic energy: -267.2199 Eh
- Net charge: 0

Atoms and positions in Å:
C: 1.991 0.065 2.262
H: -0.698 0.872 -2.144
H: -1.537 -1.389 -0.490
H: 1.271 -0.075 1.453
H: 1.482 0.304 3.198
H: 2.700 0.865 1.978
H: 2.531 -0.888 2.389
O: -1.170 1.004 -1.310
O: -0.409 0.180 -0.401
O: -0.633 -1.193 -0.784

---

Entry 5:
ORCA calculation (ωB97M-V with the def2-TZVPD basis set) on an isolated molecule of C5H9IS at a distorted geometry.

Computed properties:
- Kohn-Sham gap: 9.22 eV
- SMILES: C=C(I)CCCS
- M: 228.1 g mol⁻¹
- LUMO: 0.5 eV
- Electronic energy: -891.7195 Eh
- Net charge: 0

Atoms and positions in Å:
C: -0.634 0.509 -0.887
C: 0.650 1.142 -0.240
C: -0.818 -0.830 -0.413
C: 0.552 0.812 1.272
C: 1.417 0.038 1.912
S: -2.501 -1.475 -0.793
I: -1.026 1.636 2.361
H: -1.482 0.967 -0.271
H: -0.743 0.529 -1.972
H: 1.622 0.707 -0.555
H: 0.529 2.302 -0.472
H: -0.200 -1.603 -0.813
H: -0.894 -0.864 0.763
H: 1.370 -0.170 3.044
H: 2.402 -0.262 1.380
H: -3.280 -0.444 -0.401

---

Entry 6:
ORCA calculation (ωB97M-V with the def2-TZVPD basis set) on a cluster of 7 separate species, C30H39F18N3O15PS in total at a distorted geometry.

Computed properties:
- Kohn-Sham gap: 7.65 eV
- M: 1086.7 g mol⁻¹
- LUMO: -5.0 eV
- Electronic energy: -4996.0988 Eh
- Net charge: +1

Atoms and positions in Å:
C: 1.713 -2.455 5.132
C: 1.668 -0.803 4.981
N: 1.864 -0.369 3.526
C: 0.777 0.229 2.638
C: 1.583 0.534 1.243
N: 1.154 1.164 -0.068
C: 1.692 2.455 0.004
O: 2.323 3.654 0.146
N: 3.037 0.118 1.289
C: 3.146 -0.431 2.719
P: 4.884 -1.049 3.213
O: 4.875 -2.433 4.296
O: 5.651 0.271 4.108
S: 5.946 -1.609 1.649
H: 2.308 -2.903 4.230
H: 2.182 -2.725 6.178
H: 0.594 -2.810 5.124
H: 0.586 -0.417 5.294
H: 2.421 -0.265 5.707
H: -0.355 0.440 2.847
H: 3.793 0.170 0.566
H: 4.621 -2.043 5.183
H: 4.925 0.914 4.386
C: -2.192 3.132 -2.496
C: -2.117 2.555 -1.094
O: -3.349 2.773 -0.390
C: -4.369 1.904 -0.678
O: -4.277 0.984 -1.487
C: -5.599 2.217 0.171
F: -5.895 3.549 0.200
F: -5.436 1.837 1.471
F: -6.726 1.590 -0.269
H: -2.472 4.190 -2.462
H: -1.229 3.036 -3.006
H: -2.952 2.621 -3.094
H: -1.333 3.070 -0.529
H: -1.859 1.490 -1.106
C: 1.840 1.722 11.400
C: 0.852 2.034 10.290
O: 1.103 1.210 9.142
C: 0.612 -0.068 9.200
O: -0.006 -0.522 10.160
C: 0.906 -0.817 7.901
F: 2.192 -0.655 7.478
F: 0.113 -0.394 6.875
F: 0.709 -2.162 8.003
H: 2.868 1.814 11.036
H: 1.699 2.402 12.245
H: 1.720 0.695 11.759
H: 0.980 3.074 9.969
H: -0.185 1.927 10.627
C: -3.023 -1.617 -6.637
C: -2.433 -1.946 -5.278
O: -1.150 -1.323 -5.116
C: -1.164 0.004 -4.774
O: -2.191 0.658 -4.610
C: 0.259 0.527 -4.589
F: 1.097 0.145 -5.596
F: 0.826 0.075 -3.433
F: 0.326 1.887 -4.538
H: -2.324 -1.888 -7.435
H: -3.963 -2.153 -6.791
H: -3.216 -0.545 -6.736
H: -2.274 -3.027 -5.201
H: -3.109 -1.662 -4.463
C: 1.166 1.036 -8.488
C: 0.179 1.348 -9.598
O: 0.429 0.523 -10.747
C: -0.061 -0.755 -10.688
O: -0.679 -1.209 -9.729
C: 0.232 -1.504 -11.987
F: 1.519 -1.341 -12.410
F: -0.560 -1.081 -13.013
F: 0.036 -2.849 -11.885
H: 2.195 1.127 -8.852
H: 1.026 1.715 -7.643
H: 1.047 0.009 -8.129
H: 0.307 2.387 -9.919
H: -0.858 1.240 -9.261
C: 7.789 1.454 8.601
C: 8.336 2.069 9.877
O: 7.267 2.546 10.709
C: 6.620 1.599 11.459
O: 6.902 0.403 11.446
C: 5.543 2.246 12.329
F: 4.775 3.138 11.641
F: 6.077 2.935 13.378
F: 4.679 1.341 12.869
H: 7.140 2.165 8.080
H: 8.603 1.161 7.933
H: 7.183 0.569 8.816
H: 8.956 2.936 9.628
H: 8.972 1.365 10.426
C: -8.853 -2.939 -10.635
C: -9.221 -3.470 -9.261
O: -8.143 -4.242 -8.710
C: -7.119 -3.528 -8.145
O: -7.085 -2.301 -8.096
C: -6.067 -4.468 -7.558
F: -5.735 -5.482 -8.407
F: -6.496 -5.062 -6.407
F: -4.900 -3.837 -7.249
H: -8.547 -3.757 -11.294
H: -9.701 -2.417 -11.087
H: -8.010 -2.244 -10.578
H: -10.082 -4.142 -9.348
H: -9.511 -2.663 -8.579